ORCA calculation (wB97M-V/def2-TZVPD) on 2 unconnected molecules or ions with the total composition C5H12Br2NO in a non-equilibrium geometry.

The geometry in ORCA input format:
```
! RIJCOSX wB97M-V def2-TZVPD def2/J DEFGRID3
* xyz 1 1
C -1.04 -1.50 -1.84
C -1.74 1.69 0.31
C 2.01 1.73 0.79
C -0.42 -0.85 1.42
C -0.29 -0.19 0.05
N 0.19 -1.22 -0.92
O -0.98 0.81 -0.31
Br 2.67 0.85 -0.85
Br 1.18 -1.81 1.79
H -1.90 -1.63 -1.28
H -1.11 -0.72 -2.59
H -0.72 -2.32 -2.46
H 1.77 0.84 1.36
H -1.66 1.66 1.43
H -2.06 2.44 -0.41
H 2.96 2.25 1.09
H 1.32 2.38 0.37
H -1.29 -1.50 1.54
H -0.41 -0.10 2.36
H 1.07 -0.75 -1.47
H 0.43 -2.07 -0.40
*
```

## Properties
Kohn-Sham gap (spin up / spin down): 0.3091 / 0.3167 hartree

natural (NBO) population analysis, charges in e, atoms 1 to 4:
1. C -0.405
2. C -0.092
3. C -0.595
4. C -0.585